# 1
The following is a DFT calculation (wB97M-V/def2-TZVPD) of a structure of composition C17H28ClN3O3PRh.

The geometry in XYZ format:
```
54
C17H28ClN3O3PRh, DFT wB97M-V/def2-TZVPD
Rh 0.25135 -0.83436 0.27100
N 4.06849 -5.39190 0.07972
C 3.83542 -4.33457 -0.29984
C 3.52700 -3.01582 -0.78406
C 4.35796 -2.33549 -1.66686
C 3.98218 -1.07090 -2.08157
C 2.80342 -0.51986 -1.61507
N 2.00360 -1.17476 -0.76524
C 2.36892 -2.39555 -0.35123
H 5.27535 -2.79226 -2.01342
H 4.59806 -0.50578 -2.76631
H 2.48598 0.45673 -1.93041
H 1.72107 -2.90964 0.35420
C -4.00189 -1.24775 -2.72799
N -2.82188 -1.40899 -1.86761
C -2.99930 -2.24696 -0.68474
C -1.68528 -0.86182 -2.19818
O -0.58277 -0.94448 -1.58384
H -4.28612 -2.21656 -3.13443
H -3.77722 -0.56452 -3.54236
H -4.82578 -0.84918 -2.13924
H -3.58509 -3.11971 -0.96576
H -3.53387 -1.69703 0.08942
H -2.03683 -2.56946 -0.30541
H -1.69724 -0.30960 -3.14026
Cl -0.77841 0.02470 4.80942
C -0.65092 -1.55480 3.98666
C -0.31579 -1.24934 2.56622
O 0.87880 -1.03191 2.16956
O -1.20230 -1.12820 1.66055
H -1.60711 -2.06384 4.05293
H 0.13977 -2.12979 4.45967
C 0.64566 2.15810 -2.20294
C -0.31526 2.30185 -1.03454
P -0.02706 1.38162 0.49534
C 1.48623 2.01253 1.27377
C 1.26896 3.09256 2.34075
C -1.51065 1.67885 1.48848
C -2.06371 3.10884 1.39740
H 0.35891 2.85264 -2.99094
H 0.61076 1.15028 -2.61142
H 1.66773 2.40927 -1.91554
H -1.34196 2.08685 -1.34132
H -0.31787 3.33944 -0.67983
H 2.10343 2.39602 0.45594
H 2.01342 1.15876 1.69600
H 0.82235 3.99567 1.92856
H 2.23697 3.36873 2.75556
H 0.64975 2.73189 3.16061
H -1.27112 1.41420 2.51926
H -2.25716 0.95551 1.15793
H -1.34014 3.85819 1.71098
H -2.92124 3.18426 2.06446
H -2.40758 3.35734 0.39596
```

Its energy relative to the best compared isomer or geometry (same formula, charge and spin) is 15.0 kcal per mole. The total charge is +2. The calculation puts the strongest force on any atom at 0.84 eV Å⁻¹. For the highest occupied orbital energy, the calculation gives -16.1 eV. Its HOMO-LUMO gap is 8.675 eV. The LUMO energy is -7.45 eV.


# 2
The following is a DFT calculation (wB97M-V/def2-TZVPD) of a structure of composition C5H9CuO3 in a non-equilibrium geometry.

The geometry in XYZ format:
```
18
C5H9CuO3, DFT wB97M-V/def2-TZVPD
C 1.81119 -0.46462 -4.34463
C 0.76338 0.36774 -4.39041
H 1.70197 -1.52805 -4.57258
H 2.81662 -0.09914 -4.12154
H -0.23545 0.00755 -4.64933
H 0.88164 1.43779 -4.20024
H -1.63894 -1.34643 1.62047
O -1.29734 0.68382 1.54333
C -0.79976 -0.64626 1.35091
C -1.34952 0.87919 2.93548
O -0.31236 -0.85680 0.16687
O 0.20399 -0.76408 2.38434
C -0.11998 0.10729 3.44825
Cu 0.77809 -0.51515 -1.68975
H -2.28292 0.46329 3.35340
H -1.31123 1.95288 3.15347
H -0.34336 -0.45309 4.36950
H 0.73397 0.77408 3.64245
```

Its energy relative to the best compared isomer or geometry (same formula, charge and spin) is 4.9 kcal per mole. The calculation puts the strongest force on any atom at 2.56 eV Å⁻¹. For the highest occupied orbital energy, the calculation gives -8.3 eV. Its HOMO-LUMO gap is 7.600 eV. The LUMO energy is -0.72 eV.


# 3
The following is a DFT calculation (wB97M-V/def2-TZVPD) of the molecule C5H15NOSi in a non-equilibrium geometry.

The geometry in XYZ format:
```
23
C5H15NOSi, DFT wB97M-V/def2-TZVPD
C 2.59391 -1.41182 0.00200
O 1.18276 -1.08308 -0.15449
Si 0.51278 0.36485 0.07990
C 1.18119 1.53892 -1.21375
N 0.67632 1.03071 1.65601
C -1.50058 -0.17133 -0.56180
C -2.41717 0.78849 0.18037
C -1.79083 -1.57111 0.08550
H 3.00143 -1.28521 0.93162
H 3.29936 -0.96450 -0.61699
H 2.76235 -2.42913 -0.10955
H 0.62068 2.32660 -1.43364
H 2.20512 2.01861 -0.97014
H 1.50526 1.04177 -2.14651
H 0.72343 1.97912 1.80261
H 0.20508 0.56150 2.45160
H -1.38923 -0.26915 -1.67063
H -2.42169 0.57641 1.33755
H -2.10272 1.75877 0.01377
H -3.31832 0.81750 -0.27634
H -2.50935 -1.95111 -0.51930
H -2.06217 -1.51176 1.21702
H -0.95760 -2.15504 -0.08481
```

Its energy relative to the best compared isomer or geometry (same formula, charge and spin) is 40.3 kcal per mole. Its SMILES is CO[Si@](C)(N)C(C)C. The calculation puts the strongest force on any atom at 5.50 eV Å⁻¹. For the highest occupied orbital energy, the calculation gives -8.3 eV. Its HOMO-LUMO gap is 9.109 eV. The LUMO energy is 0.83 eV.


# 4
The following is a DFT calculation (wB97M-V/def2-TZVPD) of the ion C2H9N2O with charge +2 in a non-equilibrium geometry.

The geometry in XYZ format:
```
14
C2H9N2O, DFT wB97M-V/def2-TZVPD
C 0.54909 -1.02779 0.71031
N 1.80357 -0.54158 1.28537
H 0.64953 -1.96935 0.30657
H -0.21203 -1.11723 1.59024
H 2.72465 -0.80677 1.14914
H 1.67249 -0.20946 2.20252
N 0.30096 -0.03321 -0.48409
C -1.24662 0.30294 -0.35206
O -1.44698 1.34017 -1.21700
H 0.96742 0.72516 -0.36514
H 0.53300 -0.55905 -1.31171
H -1.22792 0.81873 0.62709
H -1.78986 -0.66965 -0.51289
H -2.28800 1.43893 -1.70820
```

Its energy relative to the best compared isomer or geometry (same formula, charge and spin) is 79.1 kcal per mole. The total charge is +2. As for the expectation value of S²: 0.755. The calculation puts the strongest force on any atom at 3.29 eV Å⁻¹. For the highest occupied orbital energy (spin up / spin down), the calculation gives -20.2 / -20.1 eV. Its HOMO-LUMO gap (spin up / spin down) is 12.056 / 5.407 eV. Its multiplicity is 2. The LUMO energy (spin up / spin down) is -8.10 / -14.66 eV.


# 5
The following is a DFT calculation (wB97M-V/def2-TZVPD) of a structure of composition C8H21AlN2O6 in a non-equilibrium geometry.

The geometry in XYZ format:
```
38
C8H21AlN2O6, DFT wB97M-V/def2-TZVPD
Al 31.09013 6.31077 15.95791
N 30.60540 3.00572 14.92328
O 31.31968 3.33724 15.85127
O 30.32313 1.87108 14.67930
O 29.84750 3.85139 14.50520
C 29.31486 7.45516 11.59440
C 30.26551 6.47774 12.25845
O 31.19487 7.20544 13.12064
H 29.79974 8.09276 10.85517
H 28.91664 8.00207 12.44902
H 28.41222 6.95614 11.24183
H 30.86762 5.98466 11.49528
H 29.75857 5.68291 12.80559
H 31.72302 7.77613 12.55765
C 28.89563 8.50248 18.57162
O 30.24362 7.91627 18.35914
C 31.28466 8.85865 18.88253
C 31.73458 9.65615 17.69053
N 32.52634 8.81603 16.76323
C 32.81618 9.54733 15.47744
C 34.09101 8.80854 14.76464
O 33.94677 7.40341 14.58529
C 35.04053 6.91430 13.78399
H 28.65991 8.52919 19.63549
H 28.01793 7.92323 18.28490
H 28.82905 9.52432 18.19812
H 32.21303 8.38444 19.20090
H 30.89959 9.47449 19.69527
H 32.26741 10.59676 17.83004
H 30.84831 10.08261 17.22067
H 33.41711 8.93083 17.22522
H 33.15053 10.57941 15.58291
H 31.91814 9.46694 14.86493
H 35.04831 9.12290 15.18039
H 34.03559 9.42129 13.86488
H 34.97092 5.83188 13.67615
H 35.94820 7.15580 14.33709
H 35.03368 7.44527 12.83208
```

Its energy relative to the best compared isomer or geometry (same formula, charge and spin) is 10.6 kcal per mole. The total charge is +2. The calculation puts the strongest force on any atom at 4.82 eV Å⁻¹. For the highest occupied orbital energy, the calculation gives -16.5 eV. Its HOMO-LUMO gap is 3.019 eV. The LUMO energy is -13.47 eV.


# 6
The following is a DFT calculation (wB97M-V/def2-TZVPD) of a cluster of 2 separate species, C4H8N2O in total in a non-equilibrium geometry.

The geometry in XYZ format:
```
15
C4H8N2O, DFT wB97M-V/def2-TZVPD
C 0.38992 -2.33864 -1.24801
C -0.42606 -1.07879 -1.21808
O -0.56722 -0.31676 -2.13927
C -1.15357 -0.86999 0.06494
N -1.74315 -0.78597 1.05718
H -0.29840 -3.19189 -1.22709
H 0.98558 -2.36865 -2.16130
H 1.02725 -2.40830 -0.36134
C 0.69255 2.07000 1.28148
N 0.22929 1.57529 -0.00897
H 1.78678 2.06327 1.29521
H 0.34500 1.38874 2.06566
H 0.35635 3.08651 1.53785
H 0.60684 2.13197 -0.76916
H -0.78089 1.66479 -0.06886
```

Its energy relative to the best compared isomer or geometry (same formula, charge and spin) is 47.7 kcal per mole. Its SMILES is CC(=O)C#N.CN. The calculation puts the strongest force on any atom at 1.11 eV Å⁻¹. For the highest occupied orbital energy, the calculation gives -9.4 eV. Its HOMO-LUMO gap is 9.494 eV. The LUMO energy is 0.07 eV.